{"formula": "C7H14O", "method": "the ωB97M-V functional and the def2-TZVPD basis", "relative_energy_kj_mol": 240.3, "gap_ev": 10.09, "smiles": "C=C(C)C(=C)CC.O", "total_energy_ev": -9531.2759, "symbols": ["C", "C", "H", "H", "H", "H", "C", "C", "H", "H", "H", "H", "O", "H", "C", "H", "H", "H", "H", "C", "H", "C"], "positions_angstrom": [[2.433, -0.034, 1.326], [0.504, 2.085, -0.196], [0.921, 0.045, -1.979], [-3.119, -1.338, -1.015], [-0.587, -1.612, 0.116], [0.075, -0.770, 2.948], [0.467, 0.763, -0.118], [-0.039, -0.109, 2.027], [-0.709, 0.372, -1.804], [2.907, -0.981, 1.521], [-1.000, -2.134, -1.529], [-2.732, -0.399, -2.067], [-3.395, -0.480, -1.362], [-1.000, 0.311, 1.799], [-0.236, -1.648, -0.902], [2.696, 0.723, 2.096], [2.879, 0.296, 0.388], [0.230, 2.606, -1.091], [0.704, 2.655, 0.695], [0.964, 0.063, 1.170], [0.746, -2.072, -1.069], [0.101, -0.107, -1.277]], "forces_ev_per_a": [[0.62, 0.77, -0.14], [-0.38, -0.33, 0.44], [0.23, -0.87, -0.21], [-0.38, 0.04, 0.36], [0.22, -0.54, 0.26], [-0.15, 1.31, -0.96], [1.16, -0.23, 1.23], [1.13, -1.80, 1.66], [-0.58, 0.13, -0.01], [-0.22, -0.54, 0.54], [0.48, 0.34, -0.08], [-0.38, 0.43, 0.07], [0.67, -0.46, -0.41], [-0.42, -0.26, -0.04], [0.58, 2.51, -1.22], [0.20, -0.65, -0.37], [0.14, 0.14, 0.06], [-0.23, 0.28, -0.35], [0.33, 0.27, 0.01], [-2.23, 1.43, -1.09], [-0.15, -1.01, 0.58], [-0.65, -0.96, -0.34]], "mulliken_charge": [-1.288, -1.130, 0.290, 0.324, 0.368, 0.260, 0.444, -0.895, 0.279, 0.367, 0.355, 0.320, -0.632, 0.356, -1.158, 0.299, 0.352, 0.354, 0.302, 0.493, 0.321, -0.384]}